[1]
C20H16Cl2IN4O8SSc as an isolated structure. Source: the Open Molecules 2025 dataset; level of theory: the ωB97M-V functional and the def2-TZVPD basis.

charge: 0

Geometry as XYZ:
```
53
Properties=species:S:1:pos:R:3:nbo_charge:R:1
Sc 0.56732 0.04722 0.37868 1.621
O 0.44767 0.53095 2.29051 -0.628
N 0.93467 1.57841 2.97106 -0.010
C 0.98872 1.43529 4.31967 0.045
C 1.44574 2.43274 5.11299 -0.287
C 1.86279 3.62609 4.49659 -0.162
C 1.79652 3.75428 3.13935 -0.234
C 1.31644 2.70892 2.30331 0.045
S 1.21550 2.80242 0.61759 -0.185
H 0.65629 0.47528 4.67718 0.232
H 1.49204 2.28394 6.18295 0.232
H 2.24619 4.44160 5.09827 0.224
H 2.12095 4.65728 2.63701 0.238
C -1.34097 -0.08374 -3.16884 -0.670
C 0.14061 -0.03274 -3.01022 0.432
N 0.79465 0.01682 -1.86977 -0.541
C 2.14673 0.01756 -2.16627 0.017
C 2.30867 -0.02541 -3.50950 0.001
N 1.03345 -0.05222 -4.01600 -0.475
C 3.45256 -0.06439 -4.45602 0.768
O 4.65394 -0.13806 -3.94032 -0.658
O 3.22152 -0.07054 -5.64525 -0.603
C 3.12482 0.08456 -1.04487 0.800
O 4.33334 0.02940 -1.28469 -0.661
O 2.57849 0.19598 0.10398 -0.731
H -1.80211 -0.09448 -2.18331 0.264
H -1.64502 -0.98222 -3.71288 0.235
H -1.70735 0.78912 -3.71333 0.239
H 0.84972 -0.08630 -5.00434 0.445
H 4.61231 -0.17535 -2.93014 0.521
Cl -2.77749 -6.81665 0.26898 0.002
C -2.25677 -5.15491 0.30209 -0.093
C -3.21553 -4.13511 0.24080 -0.192
C -2.84026 -2.81933 0.26552 -0.115
Cl -4.06069 -1.57942 0.16781 -0.005
C -1.47762 -2.42401 0.35305 0.479
O -1.13808 -1.18736 0.37769 -0.763
C -0.54693 -3.48584 0.39807 -0.309
C 0.85531 -3.18747 0.46046 0.468
O 1.34565 -2.06549 0.46436 -0.581
C -0.93727 -4.83425 0.37804 -0.147
H -4.26391 -4.39137 0.17049 0.242
H 1.54090 -4.04473 0.50127 0.142
H -0.18143 -5.61576 0.41745 0.229
N -2.90848 1.56268 1.37731 -0.786
C -2.17711 1.99040 0.33663 0.694
O -1.22436 1.35212 -0.06554 -0.627
C -2.53590 3.31153 -0.28658 -0.604
I -3.91386 2.99845 -1.88849 0.115
H -2.73672 0.63080 1.71538 0.429
H -3.73195 2.04916 1.67373 0.400
H -1.64440 3.75282 -0.70833 0.268
H -3.01930 3.99134 0.40644 0.236
```

[2]
C32H57Br4N7 as an isolated structure at a distorted geometry. Source: the Open Molecules 2025 dataset; level of theory: the ωB97M-V functional and the def2-TZVPD basis.

charge: 0

Geometry as XYZ:
```
100
Properties=species:S:1:pos:R:3:lowdin_charge:R:1
C -0.21325 -5.09444 -1.51765 -0.088
C -0.91057 -4.09422 -2.40486 -0.235
C -0.15189 -2.80248 -2.58474 -0.139
C 0.12153 -2.12796 -1.31772 -0.112
N 0.31724 -1.49419 -0.33851 -0.016
H -0.22226 -4.81084 -0.46524 0.021
H 0.82906 -5.19396 -1.82061 0.087
H -0.70708 -6.06584 -1.49257 0.081
H -1.92570 -3.82568 -2.11246 0.089
H -0.97805 -4.54409 -3.39540 0.118
H -0.62730 -2.10072 -3.27002 0.126
H 0.84756 -3.07224 -2.92597 0.098
C -2.76602 0.01788 2.37585 -0.147
C -2.27462 -1.43505 2.22127 -0.161
C -1.28806 -1.68246 1.07643 -0.214
C -0.53963 -2.90260 1.29370 -0.234
N 0.06198 -3.89382 1.40115 0.187
H -3.51827 0.21754 3.13897 0.105
H -3.13545 0.44320 1.44272 0.056
H -1.97974 0.70472 2.68910 -0.076
H -3.11832 -2.09481 2.01879 0.080
H -1.80060 -1.76907 3.14422 0.120
H -0.67088 -0.84205 0.75880 0.077
H -1.74884 -1.95267 0.12630 0.111
C 5.42091 -1.62241 -0.43792 -0.092
C 4.51694 -0.87019 0.54799 -0.247
C 4.40832 0.66065 0.44018 -0.189
C 5.72838 1.25429 0.21842 -0.236
N 6.77422 1.63715 0.04872 0.143
H 5.32289 -1.24108 -1.45433 0.055
H 5.16714 -2.68225 -0.41715 0.080
H 6.46499 -1.51765 -0.14293 0.074
H 4.93412 -0.97868 1.54913 0.111
H 3.44929 -1.07858 0.47876 -0.008
H 3.93241 0.99754 1.36112 0.123
H 3.76938 0.90251 -0.40914 0.104
C -4.96749 -1.40489 0.34374 -0.092
C -5.11874 -1.57297 -1.20575 -0.186
C -3.74934 -1.46151 -1.90537 -0.162
C -2.96048 -0.25321 -1.63210 -0.075
N -2.36677 0.74588 -1.40640 0.150
H -4.32260 -2.16375 0.78686 0.055
H -5.84629 -1.35404 0.98657 0.083
H -4.58884 -0.43567 0.66831 0.048
H -5.88551 -0.90322 -1.59510 0.111
H -5.48160 -2.59931 -1.26123 0.106
H -3.76600 -1.54100 -2.99233 0.127
H -3.10892 -2.29694 -1.62246 0.080
C 2.22255 -0.90096 -2.03118 -0.141
C 3.10201 -1.91691 -2.73997 -0.197
C 3.13763 -1.72178 -4.25085 -0.158
C 1.84807 -1.83900 -4.96810 -0.207
N 0.87574 -1.90027 -5.63654 0.142
H 2.43818 -1.07885 -0.97765 0.070
H 1.16509 -0.94441 -2.29196 0.038
H 2.54188 0.12582 -2.20964 0.132
H 2.72669 -2.88757 -2.41585 0.113
H 4.08099 -1.92438 -2.26072 0.064
H 3.75507 -2.51163 -4.67866 0.120
H 3.59338 -0.76913 -4.52076 0.128
C -1.14174 1.62823 0.50847 -0.226
C -0.33235 1.53453 -0.84221 -0.185
C 0.26514 0.15698 -1.03368 -0.213
C 1.42659 -0.10665 -0.17571 -0.212
N 2.34185 -0.29306 0.50577 -0.002
H -1.73799 2.54062 0.52091 0.082
H -0.38812 1.53672 1.29063 -0.094
H -1.89458 0.84502 0.59736 0.042
H 0.35455 2.37468 -0.94428 0.006
H -1.04482 1.55446 -1.66689 0.059
H 0.59361 0.07100 -2.06945 0.125
H -0.41029 -0.69194 -0.92771 0.029
C -1.84846 2.76739 2.63290 -0.429
C -2.76366 3.97847 2.82694 -0.153
C -2.20921 5.30258 2.25982 -0.343
C -2.11313 5.30248 0.81896 -0.252
N -2.06354 5.31387 -0.34440 0.188
H -1.92008 2.38962 1.61298 -0.015
H -2.22685 1.89238 3.16136 0.019
H -0.83737 2.89723 3.01883 -0.133
H -3.04389 4.23951 3.84745 0.112
H -3.69273 3.67506 2.34438 0.116
H -1.31630 5.66381 2.77006 -0.188
H -2.96236 6.07946 2.39148 0.127
Br 0.27406 5.66165 2.41283 0.949
C 1.16972 5.60468 0.62744 -0.533
C 0.69704 4.38501 -0.15036 -0.666
Br 1.66104 4.34255 -1.89360 0.654
H 2.24713 5.66934 0.77946 0.056
H 0.85814 6.46365 0.03315 0.064
H -0.37620 4.43591 -0.33378 -0.008
H 0.89624 3.40475 0.28267 0.035
Br 2.34969 -2.30282 3.23741 0.623
C 1.33919 -0.71394 2.59135 -0.651
C 0.90331 0.18505 3.76666 -0.464
Br -0.28085 1.52771 2.95661 1.187
H 0.43539 -1.02409 2.06691 0.009
H 1.92222 -0.16486 1.85197 -0.028
H 1.72469 0.76049 4.19362 0.058
H 0.33038 -0.42333 4.46648 0.055
```

In order of appearance, gap between HOMO and LUMO = 7.40, 8.47 eV.